C40H37Cl3N6O4RuS as an isolated structure. Source: OMol25; level of theory: ωB97M-V/def2-TZVPD.

Atoms and positions in Å:
1 Ru 0.396 -1.472 1.132
2 O 0.434 0.487 1.722
3 C -0.312 1.476 2.195
4 C 0.312 2.718 2.406
5 C -0.360 3.790 2.960
6 C -1.693 3.660 3.334
7 C -2.329 2.454 3.103
8 C -1.679 1.364 2.519
9 C -2.572 0.226 2.116
10 N -1.997 -1.136 1.855
11 C -2.434 -2.234 2.722
12 C -1.236 -2.817 3.455
13 N -0.254 -3.175 2.450
14 C 0.370 -4.290 2.506
15 C 1.336 -4.748 1.541
16 C 2.125 -5.865 1.867
17 C 3.057 -6.362 0.990
18 C 3.190 -5.757 -0.267
19 C 2.410 -4.683 -0.627
20 C 1.466 -4.140 0.267
21 O 0.733 -3.120 -0.105
22 H 1.351 2.806 2.109
23 H 0.159 4.728 3.110
24 H -2.226 4.483 3.789
25 H -3.376 2.349 3.369
26 H -3.395 0.151 2.831
27 H -2.898 -3.012 2.110
28 H -3.179 -1.881 3.440
29 H -1.529 -3.678 4.064
30 H -0.803 -2.056 4.111
31 H 0.170 -4.963 3.345
32 H 1.992 -6.328 2.839
33 H 3.666 -7.214 1.256
34 H 3.911 -6.150 -0.973
35 H 2.495 -4.225 -1.605
36 C 2.716 0.281 4.100
37 C 2.836 -0.799 3.071
38 O 1.940 -1.642 2.904
39 N 3.947 -0.831 2.328
40 C 4.152 -1.828 1.292
41 C 3.727 -1.347 -0.073
42 C 4.621 -1.366 -1.134
43 C 4.206 -0.930 -2.381
44 C 2.906 -0.482 -2.528
45 C 2.081 -0.498 -1.418
46 N 2.470 -0.917 -0.214
47 H 2.126 -0.088 4.935
48 H 2.172 1.111 3.646
49 H 3.684 0.632 4.453
50 H 4.645 -0.119 2.468
51 H 3.579 -2.716 1.567
52 H 5.205 -2.102 1.274
53 H 5.631 -1.722 -0.977
54 H 4.888 -0.940 -3.221
55 H 2.527 -0.127 -3.476
56 H 1.051 -0.184 -1.505
57 Cl -6.306 0.540 -5.584
58 C -5.189 1.287 -4.495
59 C -3.876 0.849 -4.446
60 C -2.995 1.459 -3.568
61 C -3.395 2.497 -2.734
62 C -2.424 3.119 -1.752
63 C -2.589 2.574 -0.340
64 N -2.417 1.131 -0.276
65 C -3.123 0.272 0.649
66 C -2.439 -1.088 0.444
67 N -1.267 -0.805 -0.400
68 C -1.342 0.456 -0.709
69 O -1.080 2.874 -2.117
70 C -0.562 3.791 -3.075
71 C 0.867 3.437 -3.329
72 C 1.850 3.542 -2.391
73 Cl 1.654 4.069 -0.771
74 S 3.393 3.101 -2.989
75 C 2.729 2.719 -4.521
76 C 1.390 2.951 -4.563
77 C -4.722 2.909 -2.814
78 Cl -5.296 4.212 -1.810
79 C -5.624 2.321 -3.684
80 H -3.552 0.042 -5.088
81 H -1.965 1.127 -3.528
82 H -2.604 4.198 -1.693
83 H -3.594 2.800 0.013
84 H -1.874 3.077 0.317
85 H -4.203 0.355 0.555
86 H -2.990 -1.963 0.101
87 H -0.591 0.985 -1.280
88 H -0.642 4.806 -2.670
89 H -1.137 3.745 -4.005
90 H 3.368 2.372 -5.316
91 H 0.784 2.797 -5.445
92 H -6.647 2.668 -3.730

Net charge = +1
ΔE to the lowest compared entry with this formula, charge and spin = 141.79 kJ/mol
Frontier orbital gap (alpha / beta) = 8.119 / 6.744 eV
Multiplicity = 6
<S²> = 8.761

These are the Mulliken partial charges, in e, on atoms 1 to 4: Ru 1.736; O -0.042; C 0.645; C -0.158

=====

C40H37FGeN5O3Rh as an isolated structure at a distorted geometry. Source: OMol25; level of theory: ωB97M-V/def2-TZVPD.

Atoms and positions in Å:
1 Rh 1.328 1.241 1.491
2 F -0.783 0.095 -5.045
3 C -0.680 -0.807 -4.055
4 C -0.265 -0.394 -2.826
5 C -0.182 -1.307 -1.766
6 C 0.305 -0.888 -0.465
7 O 0.630 0.337 -0.300
8 C 0.438 -1.896 0.511
9 C 0.062 -3.183 0.207
10 N -0.453 -3.561 -0.963
11 C -0.851 -4.953 -1.152
12 C -2.296 -5.255 -1.408
13 C -1.676 -5.605 -0.091
14 C -0.548 -2.638 -2.002
15 C -0.938 -3.044 -3.284
16 C -1.005 -2.148 -4.333
17 N -1.357 -2.594 -5.621
18 C -2.639 -3.265 -5.797
19 C -2.581 -4.219 -6.976
20 N -2.180 -3.449 -8.207
21 C -0.861 -2.750 -7.993
22 C -0.976 -1.824 -6.795
23 C 1.009 -1.704 1.879
24 O 1.469 -2.618 2.503
25 O 0.918 -0.469 2.378
26 H -0.011 0.646 -2.670
27 H 0.187 -3.958 0.952
28 H -0.095 -5.550 -1.646
29 H -2.533 -6.052 -2.100
30 H -2.984 -4.419 -1.423
31 H -1.463 -6.642 0.125
32 H -1.966 -5.017 0.770
33 H -1.151 -4.087 -3.470
34 H -3.447 -2.534 -5.956
35 H -2.896 -3.840 -4.911
36 H -3.544 -4.690 -7.162
37 H -1.823 -4.985 -6.827
38 H -2.897 -2.750 -8.416
39 H -2.132 -4.067 -9.018
40 H -0.612 -2.202 -8.899
41 H -0.118 -3.526 -7.821
42 H -1.693 -1.021 -7.016
43 H -0.004 -1.362 -6.645
44 N 8.636 1.943 -0.024
45 C 7.518 1.779 0.186
46 C 6.116 1.583 0.452
47 C 5.161 2.188 -0.359
48 C 3.830 1.998 -0.060
49 N 3.433 1.257 0.987
50 C 4.353 0.660 1.757
51 C 5.704 0.796 1.521
52 H 5.454 2.794 -1.204
53 H 3.054 2.443 -0.668
54 H 3.988 0.053 2.576
55 H 6.424 0.299 2.156
56 C -0.281 4.641 0.840
57 Ge 0.075 3.293 2.193
58 C 1.205 4.042 3.582
59 C 0.867 5.258 4.174
60 C 1.706 5.831 5.122
61 C 2.885 5.198 5.491
62 C 3.234 3.985 4.913
63 C 2.395 3.412 3.965
64 C -1.659 2.890 3.107
65 C -2.812 3.571 2.663
66 C -4.054 3.332 3.216
67 C -4.186 2.419 4.272
68 C -3.067 1.740 4.764
69 C -3.195 0.844 5.840
70 C -2.076 0.182 6.363
71 C -0.835 0.403 5.810
72 C -0.688 1.298 4.736
73 C -1.789 1.972 4.183
74 H -0.721 5.504 1.342
75 H -0.948 4.287 0.055
76 H 0.664 4.946 0.394
77 H -0.053 5.771 3.908
78 H 1.437 6.778 5.572
79 H 3.528 5.647 6.235
80 H 4.155 3.493 5.198
81 H 2.682 2.458 3.530
82 H -2.734 4.300 1.866
83 H -4.925 3.854 2.842
84 H -5.155 2.251 4.729
85 H -4.178 0.664 6.261
86 H -2.188 -0.495 7.200
87 H 0.033 -0.104 6.209
88 H 0.303 1.496 4.352

Net charge = +3
ΔE to the lowest compared entry with this formula, charge and spin = 7.04 kJ/mol
Frontier orbital gap (alpha / beta) = 7.745 / 5.084 eV
Multiplicity = 6
<S²> = 8.785

These are the Mulliken partial charges, in e, on atoms 1 to 4: Rh 0.803; F -0.337; C 0.386; C -0.778

=====

C40H37FeI2N2OSb2 as an isolated structure at a distorted geometry. Source: OMol25; level of theory: ωB97M-V/def2-TZVPD.

Atoms and positions in Å:
1 Fe -0.881 0.334 0.721
2 I -0.431 2.045 8.138
3 C -0.900 1.156 6.271
4 C -0.806 -0.220 6.112
5 C -0.835 -0.761 4.798
6 I -0.686 -2.794 4.655
7 C -1.019 0.108 3.698
8 O -0.893 -0.402 2.472
9 C -1.240 1.434 3.879
10 C -1.747 2.315 2.736
11 N -0.827 2.357 1.573
12 C -1.240 3.267 0.517
13 C -2.287 2.642 -0.415
14 C -3.117 3.488 -1.128
15 C -4.168 2.942 -1.856
16 C -4.295 1.556 -1.873
17 C -3.402 0.767 -1.146
18 N -2.393 1.321 -0.442
19 C -1.206 1.930 5.168
20 H -0.625 -0.812 6.989
21 H -1.902 3.368 3.062
22 H -2.720 1.981 2.311
23 H 0.130 2.576 1.846
24 H -0.354 3.517 -0.070
25 H -1.639 4.190 0.884
26 H -3.022 4.550 -1.060
27 H -4.931 3.421 -2.467
28 H -4.995 1.077 -2.545
29 H -3.517 -0.293 -1.090
30 H -1.304 3.002 5.330
31 C 1.176 -3.024 0.714
32 C 2.211 -2.062 1.234
33 C 2.843 -1.125 0.133
34 Sb 1.739 0.713 -0.119
35 C 3.117 2.019 0.895
36 C 4.036 2.671 0.100
37 C 5.082 3.335 0.706
38 C 5.111 3.419 2.093
39 C 4.136 2.847 2.903
40 C 3.102 2.138 2.313
41 C 2.114 1.202 -2.123
42 C 1.266 2.204 -2.665
43 C 1.398 2.627 -3.975
44 C 2.264 1.988 -4.805
45 C 3.124 0.972 -4.332
46 C 3.069 0.572 -2.990
47 Sb -0.482 -2.232 -0.340
48 C -1.958 -3.709 0.037
49 C -1.804 -4.870 0.753
50 C -2.891 -5.661 1.073
51 C -4.167 -5.235 0.602
52 C -4.338 -4.080 -0.165
53 C -3.231 -3.282 -0.397
54 C -0.196 -2.445 -2.429
55 C -0.458 -1.327 -3.206
56 C -0.384 -1.408 -4.589
57 C 0.189 -2.526 -5.199
58 C 0.543 -3.618 -4.405
59 C 0.293 -3.596 -3.059
60 H 0.673 -3.650 1.439
61 H 1.659 -3.722 0.041
62 H 3.063 -2.587 1.636
63 H 1.861 -1.492 2.058
64 H 2.921 -1.688 -0.775
65 H 3.864 -0.828 0.422
66 H 3.996 2.621 -0.983
67 H 5.844 3.778 0.132
68 H 5.891 3.992 2.505
69 H 4.155 3.033 4.000
70 H 2.394 1.607 2.955
71 H 0.544 2.709 -2.037
72 H 0.719 3.381 -4.407
73 H 2.250 2.227 -5.898
74 H 3.717 0.505 -5.108
75 H 3.731 -0.148 -2.536
76 H -0.799 -5.229 1.096
77 H -2.819 -6.562 1.638
78 H -5.031 -5.862 0.815
79 H -5.360 -3.757 -0.347
80 H -3.270 -2.404 -1.063
81 H -0.751 -0.390 -2.764
82 H -0.699 -0.564 -5.167
83 H 0.351 -2.551 -6.232
84 H 0.991 -4.514 -4.833
85 H 0.455 -4.477 -2.412

Net charge = +1
Frontier orbital gap (alpha / beta) = 7.334 / 7.085 eV
Multiplicity = 5
<S²> = 6.015

These are the Mulliken partial charges, in e, on atoms 1 to 4: Fe 0.727; I 0.090; C -0.725; C -0.198

=====

A 5-piece molecular cluster, C40H37N3O4 overall at a distorted geometry. Source: OMol25; level of theory: ωB97M-V/def2-TZVPD.

Atoms and positions in Å:
1 C -3.774 -0.827 -4.496
2 C -4.214 0.620 -4.001
3 C -4.615 0.670 -2.489
4 C -5.736 -0.172 -2.029
5 N -6.584 -0.820 -1.638
6 H -2.822 -1.017 -4.002
7 H -3.453 -0.824 -5.537
8 H -4.497 -1.637 -4.392
9 H -5.077 1.011 -4.540
10 H -3.359 1.268 -4.198
11 H -4.868 1.707 -2.267
12 H -3.769 0.476 -1.830
13 C -3.930 -5.335 1.746
14 C -2.566 -5.963 1.560
15 C -2.548 -6.751 0.242
16 C -2.672 -5.964 -1.009
17 N -2.669 -5.305 -1.968
18 H -4.619 -6.170 1.878
19 H -4.143 -4.728 0.865
20 H -3.942 -4.770 2.677
21 H -2.413 -6.582 2.444
22 H -1.814 -5.179 1.640
23 H -3.346 -7.493 0.254
24 H -1.632 -7.305 0.036
25 C -2.167 -2.025 -0.603
26 C -2.591 -1.699 0.833
27 C -2.741 -0.175 1.143
28 C -1.758 0.616 0.388
29 N -0.986 1.138 -0.336
30 H -2.389 -3.087 -0.503
31 H -1.097 -2.080 -0.804
32 H -2.689 -1.666 -1.490
33 H -1.790 -1.883 1.549
34 H -3.523 -2.190 1.112
35 H -2.857 0.144 2.179
36 H -3.655 0.186 0.672
37 C 8.392 0.499 -5.718
38 C 8.943 0.053 -4.497
39 C 8.069 -0.375 -3.460
40 C 6.684 -0.414 -3.588
41 C 6.142 -0.010 -4.845
42 C 6.971 0.471 -5.844
43 C 4.629 0.091 -4.967
44 O 4.179 0.548 -6.043
45 C 3.734 -0.288 -3.793
46 C 2.353 -0.363 -3.941
47 C 1.503 -0.773 -2.937
48 C 2.070 -1.283 -1.788
49 C 3.471 -1.219 -1.565
50 C 4.309 -0.762 -2.579
51 C 5.813 -0.874 -2.380
52 O 6.306 -1.313 -1.351
53 H 9.068 0.755 -6.520
54 H 10.008 0.052 -4.314
55 H 8.424 -0.801 -2.533
56 H 6.565 0.751 -6.804
57 H 1.864 -0.093 -4.866
58 H 0.428 -0.785 -3.038
59 H 1.446 -1.621 -0.974
60 H 3.851 -1.667 -0.659
61 C -0.220 2.821 8.465
62 C -1.296 2.091 7.978
63 C -1.640 2.125 6.700
64 C -1.069 2.981 5.785
65 C -0.040 3.909 6.264
66 C 0.417 3.794 7.615
67 C 0.612 4.967 5.368
68 O 1.436 5.823 5.761
69 C 0.287 4.863 3.910
70 C 0.866 5.725 2.986
71 C 0.567 5.730 1.621
72 C -0.294 4.767 1.170
73 C -0.883 3.866 2.037
74 C -0.630 3.907 3.423
75 C -1.431 2.990 4.358
76 O -2.253 2.204 3.903
77 H 0.153 2.659 9.465
78 H -1.756 1.375 8.643
79 H -2.371 1.380 6.420
80 H 1.218 4.363 8.063
81 H 1.563 6.473 3.332
82 H 0.922 6.491 0.941
83 H -0.534 4.791 0.118
84 H -1.544 3.134 1.597

SMILES = O=C1c2ccccc2C(=O)c2ccccc21.O=C1c2ccccc2C(=O)c2ccccc21.CCCC#N.CCCC#N.CCCC#N
Net charge = 0
Frontier orbital gap = 8.435 eV
Multiplicity = 1

These are the Mulliken partial charges, in e, on atoms 1 to 4: C -0.947; C -0.627; C 0.408; C 0.277

=====

C40H37N3O4S4SbSiTc as an isolated structure at a distorted geometry. Source: OMol25; level of theory: ωB97M-V/def2-TZVPD.

Atoms and positions in Å:
1 Tc 0.053 1.670 -0.044
2 O -6.555 1.757 -1.419
3 C -6.223 1.972 -0.270
4 O -6.662 2.140 0.850
5 C -4.577 2.069 -0.211
6 C -3.871 2.126 -1.396
7 C -2.487 2.103 -1.314
8 N -1.884 2.031 -0.117
9 C -2.569 1.983 1.036
10 C -3.956 1.998 1.021
11 C -1.720 1.916 2.246
12 C -2.231 2.005 3.530
13 C -1.364 1.984 4.613
14 C -0.001 1.904 4.378
15 C 0.443 1.816 3.071
16 N -0.387 1.788 2.029
17 C -1.553 2.044 -2.456
18 C -1.948 2.260 -3.766
19 C -1.023 2.114 -4.788
20 C 0.280 1.770 -4.468
21 C 0.619 1.616 -3.136
22 N -0.266 1.742 -2.148
23 H -4.400 2.148 -2.337
24 H -4.551 1.936 1.919
25 H -3.296 2.099 3.690
26 H -1.748 2.029 5.623
27 H 0.711 1.908 5.190
28 H 1.497 1.749 2.838
29 H -2.967 2.548 -3.982
30 H -1.320 2.264 -5.817
31 H 1.029 1.638 -5.235
32 H 1.636 1.398 -2.834
33 S -0.278 5.549 2.572
34 Sb -0.008 7.556 1.617
35 S -0.678 5.014 -0.876
36 S 0.780 3.851 -0.107
37 S 0.060 6.892 -0.828
38 C 2.487 -0.648 1.424
39 C 2.951 0.496 0.578
40 O 2.140 1.266 0.035
41 C 4.384 0.712 0.382
42 C 4.817 1.860 -0.294
43 C 6.162 2.076 -0.519
44 C 7.094 1.144 -0.076
45 C 6.678 0.009 0.608
46 C 5.333 -0.210 0.839
47 H 1.409 -0.609 1.553
48 H 2.982 -0.627 2.395
49 H 2.739 -1.593 0.938
50 H 4.082 2.580 -0.628
51 H 6.487 2.966 -1.039
52 H 8.147 1.304 -0.265
53 H 7.406 -0.707 0.961
54 H 5.025 -1.101 1.369
55 C -3.392 -1.586 -0.418
56 C -2.234 -2.188 -1.205
57 C -2.402 -3.697 -1.345
58 C -2.097 -1.538 -2.577
59 Si -0.595 -1.824 -0.207
60 O -0.420 -0.232 -0.027
61 C 0.884 -2.499 -1.179
62 C 1.814 -1.602 -1.711
63 C 2.979 -2.047 -2.319
64 C 3.239 -3.407 -2.406
65 C 2.320 -4.314 -1.900
66 C 1.151 -3.864 -1.302
67 C -0.736 -2.581 1.523
68 C -0.839 -1.754 2.644
69 C -0.812 -2.276 3.929
70 C -0.678 -3.643 4.119
71 C -0.596 -4.483 3.019
72 C -0.634 -3.957 1.736
73 H -4.331 -1.743 -0.963
74 H -3.261 -0.510 -0.280
75 H -3.497 -2.054 0.563
76 H -3.321 -3.912 -1.902
77 H -2.495 -4.184 -0.373
78 H -1.578 -4.143 -1.903
79 H -3.016 -1.700 -3.153
80 H -1.270 -1.968 -3.146
81 H -1.941 -0.461 -2.493
82 H 1.618 -0.539 -1.627
83 H 3.687 -1.332 -2.720
84 H 4.150 -3.757 -2.873
85 H 2.513 -5.377 -1.967
86 H 0.445 -4.596 -0.932
87 H -0.941 -0.683 2.505
88 H -0.895 -1.610 4.780
89 H -0.651 -4.051 5.121
90 H -0.496 -5.551 3.159
91 H -0.583 -4.636 0.896

Net charge = +2
Frontier orbital gap (alpha / beta) = 3.226 / 3.222 eV
Multiplicity = 1

These are the Mulliken partial charges, in e, on atoms 1 to 4: Tc -1.077; O -0.650; C 0.219; O -0.654

=====

> What is the net charge in the third record?

+1